Formula: C34H46BBrIrN10O2S
Source: OMol25
Level of theory: ωB97M-V with the def2-TZVPD basis set

XYZ file:
```
96
Properties=species:S:1:pos:R:3:forces:R:3:lowdin_spin:R:1
Ir 0.04904 -0.20391 0.55208 -0.219 0.642 -0.103 1.499
C 1.64788 0.98451 -2.78210 0.061 -0.165 0.020 0.001
C 0.66039 -0.12655 -2.78937 -0.120 -0.110 -0.147 0.012
C 0.42997 -0.99941 -3.86353 0.046 -0.014 0.003 0.004
C -0.50929 -1.89009 -3.41171 0.129 0.047 0.069 0.010
N -0.84043 -1.55112 -2.14934 -0.393 -0.205 -0.392 0.008
N -0.12850 -0.46354 -1.76439 0.056 0.098 0.488 0.095
B -1.66835 -2.31769 -1.11440 0.915 0.708 0.602 0.018
N -2.59825 -1.35603 -0.34900 -0.337 -0.352 -0.122 0.022
C -3.94517 -1.26149 -0.35591 -0.010 0.066 0.110 0.006
C -4.32338 -0.33600 0.58414 0.057 0.042 0.024 0.003
C -3.12903 0.12761 1.15547 -0.144 -0.007 -0.181 0.007
C -2.98122 1.14003 2.23514 0.079 -0.042 0.068 0.002
N -2.10796 -0.50144 0.57005 0.512 0.202 0.034 0.098
N -0.64094 -2.96685 -0.13887 -0.420 -0.504 -0.172 -0.001
C -0.28145 -4.26376 -0.04769 0.165 0.128 0.257 0.000
C 0.77597 -4.37267 0.82134 -0.056 -0.063 -0.189 0.000
C 1.05895 -3.07124 1.23572 -0.069 0.005 -0.091 0.004
C 2.13054 -2.66888 2.18247 -0.034 -0.040 -0.052 0.004
N 0.19925 -2.23379 0.64637 0.179 0.164 0.146 0.006
N -2.60782 -3.34518 -1.79259 -0.167 -0.635 0.619 0.255
C -3.36781 -3.15043 -2.96727 -0.424 0.101 -0.553 0.089
C -4.32367 -4.09433 -3.01244 0.328 -0.167 0.300 0.029
C -4.10216 -4.87379 -1.81715 -0.867 -0.207 -0.778 0.274
C -4.86347 -6.01556 -1.33428 0.143 -0.168 0.069 0.066
N -3.05168 -4.35576 -1.10955 0.704 0.710 0.097 0.198
H 1.61495 1.51659 -3.73175 -0.025 0.077 0.033 0.000
H 2.65735 0.58120 -2.67277 -0.035 0.011 0.011 0.000
H 1.46721 1.68018 -1.97154 0.030 0.108 0.029 0.000
H 0.89852 -0.97806 -4.83282 -0.011 0.033 0.005 0.001
H -0.95220 -2.73891 -3.90843 0.061 0.017 0.004 0.003
H -4.56134 -1.84114 -1.02238 0.021 -0.036 0.012 0.001
H -5.32215 -0.02057 0.83365 0.001 -0.031 -0.005 0.001
H -3.72311 1.92569 2.10452 0.022 0.045 -0.003 0.000
H -1.98360 1.57434 2.23941 -0.043 0.037 -0.023 0.001
H -3.16149 0.67731 3.20676 -0.040 0.031 -0.004 0.001
H -0.80423 -5.03383 -0.57714 -0.087 -0.063 -0.083 0.000
H 1.29327 -5.27221 1.10683 -0.016 0.009 0.039 0.000
H 3.02959 -3.24561 1.96955 0.028 0.055 -0.025 0.000
H 1.83531 -2.90466 3.20625 -0.004 0.061 0.019 0.000
H 2.35860 -1.61163 2.09552 0.087 -0.073 0.012 0.003
H -3.16078 -2.33407 -3.64083 0.058 0.008 0.078 0.001
H -5.06277 -4.27164 -3.77639 -0.012 0.045 0.039 -0.001
H -5.14106 -6.67419 -2.16143 -0.006 0.022 0.012 0.015
H -5.81675 -5.66217 -0.91163 0.014 0.045 -0.009 0.032
H -4.32719 -6.55701 -0.55836 -0.035 -0.002 0.008 0.002
Br -0.65695 -1.01776 3.54523 0.270 0.206 0.115 0.132
C 0.75327 0.09241 4.12061 -0.294 -0.236 -0.475 0.127
C 0.90013 0.24182 5.49511 0.111 0.108 0.239 0.056
C 1.88382 1.07409 6.00374 -0.229 -0.190 0.044 0.058
C 2.72284 1.74442 5.12858 0.212 0.120 -0.276 0.140
C 2.61595 1.56524 3.73782 -0.056 -0.045 0.105 -0.002
C 3.52542 2.22554 2.89148 0.067 0.040 0.259 0.182
C 3.46510 2.05879 1.51682 -0.198 -0.187 -0.345 0.055
C 2.50705 1.21650 0.97432 0.623 0.369 0.035 0.136
C 1.55620 0.55400 1.76958 -0.906 -0.581 -0.472 0.261
C 1.60205 0.71758 3.18179 0.126 0.139 0.133 0.016
H 0.23698 -0.28895 6.16456 -0.019 0.009 -0.018 0.001
H 1.98686 1.19309 7.07355 0.012 0.031 -0.006 0.001
H 3.48465 2.41738 5.50285 0.002 -0.044 0.051 0.004
H 4.29226 2.85090 3.33298 -0.040 0.034 0.002 0.006
H 4.15804 2.58204 0.87027 0.026 -0.022 0.018 0.000
H 2.49865 1.06772 -0.09856 -0.049 -0.041 0.036 0.010
C 5.92908 -1.18660 -1.70122 0.005 -0.140 -0.099 0.000
N 4.66436 -0.99118 -1.01211 -0.139 0.026 -0.029 0.000
C 3.48294 -1.58173 -1.32690 0.186 0.164 0.192 0.002
N 3.51060 -2.44705 -2.36659 0.033 -0.099 -0.177 0.001
O 2.43374 -1.31251 -0.71873 0.241 -0.061 -0.080 0.033
H 6.66173 -0.49519 -1.29621 -0.007 0.007 0.009 0.000
H 5.82574 -0.97943 -2.76771 0.019 0.025 0.024 0.000
H 6.31713 -2.19975 -1.57087 -0.004 0.020 0.027 0.000
H 4.64492 -0.42122 -0.18707 -0.018 0.002 0.065 0.000
H 4.37535 -2.80530 -2.73433 -0.014 0.026 -0.004 0.000
H 2.67072 -2.95004 -2.58960 -0.050 0.041 0.083 0.000
C 1.46233 5.84186 -0.60046 -0.037 0.009 0.154 0.000
C 0.96697 5.25760 0.72212 0.056 -0.021 -0.231 0.000
C -0.35230 4.50481 0.56552 0.253 -0.050 -0.154 0.000
S -0.10284 3.04327 -0.50576 0.034 0.496 -0.173 0.001
O -0.44523 1.87068 0.42928 -0.382 -0.434 0.371 0.010
C -1.45032 3.19763 -1.72546 0.133 -0.211 0.182 0.000
C -2.84624 2.87759 -1.21904 -0.106 0.173 0.096 0.000
C -3.50604 3.94730 -0.35030 -0.003 -0.129 -0.041 0.000
H 2.40970 6.35982 -0.46167 -0.005 0.003 -0.027 0.000
H 0.74854 6.56263 -1.00188 -0.005 -0.008 -0.012 0.000
H 1.61919 5.05987 -1.34716 0.026 0.025 -0.042 0.000
H 0.81276 6.06119 1.44348 -0.021 -0.049 0.055 0.000
H 1.72500 4.58798 1.14029 -0.031 0.003 0.067 0.000
H -1.10740 5.13785 0.10363 -0.039 -0.027 0.021 0.000
H -0.72486 4.10672 1.50890 -0.090 -0.053 -0.037 0.000
H -1.16621 2.50529 -2.52076 0.069 0.011 0.013 0.000
H -1.36076 4.21456 -2.11583 0.088 0.020 0.018 0.000
H -2.80361 1.93170 -0.68239 -0.065 -0.152 -0.007 0.000
H -3.46963 2.71610 -2.10081 0.070 -0.044 -0.039 0.000
H -3.08763 3.98442 0.65554 0.024 0.034 -0.002 0.000
H -4.56919 3.72785 -0.25387 0.010 0.037 0.044 0.000
H -3.42046 4.93629 -0.80301 -0.014 0.015 0.016 0.000
```
Forces are in eV/Å.

Summary:
<S²>: 6.04
Kohn-Sham gap (spin up / spin down): 8.19 / 4.85 eV
E: -139369.876 eV
net charge: +3
energy above the lowest of the compared OMol25 structures with the same formula, charge and spin: 0.2160 eV
spin multiplicity: 5